[1]
Below is a single C4H9NO3 molecule, with properties calculated with ωB97M-V/def2-TZVPD.

Last column: Löwdin charge in e.
Element x y z (Å)
C 0.2779 -0.5623 -0.2249  -0.31
H 2.2030 -0.5886 -0.9839  0.09
H 0.2627 1.7385 -1.6591  0.06
C -0.5911 0.4761 0.4789  -0.14
H -0.2786 -0.9426 -1.0778  0.15
O -0.5135 -2.2452 1.2695  0.11
H -1.8482 0.9410 -1.2359  0.12
H -0.0245 1.0824 1.1956  0.13
H -1.3459 0.0165 1.1118  0.11
H -0.3208 -3.0447 1.7783  0.13
H -1.8688 2.1539 0.0865  0.12
O 1.7114 -1.9694 1.1029  0.11
N 1.4481 0.0654 -0.7974  0.05
O -0.2936 2.3257 -1.1197  -0.09
C -1.2510 1.4618 -0.4829  -0.24
C 0.5937 -1.6935 0.7569  -0.49
H 1.8391 0.7852 -0.1988  0.09

The multiplicity is 1. For the energy relative to the best compared isomer or geometry (same formula, charge and spin), the calculation gives 70.3 kJ/mol. For the total energy, the calculation gives -438.30231 Ha. The SMILES is N[C@H](CCO)C(=O)O.

[2]
Below is a 2-piece molecular cluster, C4H9NO3 overall at a distorted geometry, with properties calculated with ωB97M-V/def2-TZVPD.

Last column: Löwdin charge in e.
Element x y z (Å)
H -0.7187 -2.1488 -0.9720  0.13
H -0.3920 -1.6510 0.5497  0.14
H 2.3710 1.4783 0.3150  0.09
H 2.0787 0.1529 1.2983  0.10
O -2.6920 -0.5189 -0.3878  0.05
O 2.9135 -0.3302 -1.4072  0.06
H 0.8444 -1.4391 -2.1062  0.14
H -2.0051 1.0798 2.5754  0.04
N 0.7556 -0.8879 -1.2715  0.05
C 1.8724 -0.2277 -0.7955  -0.53
C -0.3986 -1.2333 -0.4585  -0.17
H -2.4238 1.7491 1.3632  0.03
C -1.5465 -0.2879 -0.6669  -0.27
C 1.6758 0.6418 0.4113  0.01
H -1.2115 0.6968 -1.0409  0.13
O -1.7940 1.8854 2.0886  -0.06
H 0.6708 1.0406 0.5050  0.06

The multiplicity is 1. For the energy relative to the best compared isomer or geometry (same formula, charge and spin), the calculation gives 152.6 kJ/mol. For the total energy, the calculation gives -438.27094 Ha. The SMILES is CC(=O)NCC=O.O.

[3]
Below is a single C4H9NO3 molecule at a distorted geometry, with properties calculated with ωB97M-V/def2-TZVPD.

Last column: Löwdin charge in e.
Element x y z (Å)
H 2.2289 0.4884 0.9426  0.07
O 0.8821 -1.6719 0.0653  0.11
C -0.2609 -2.1401 -0.4805  -0.60
H 0.5206 2.6153 1.1689  0.11
H -2.1371 0.5938 -0.5553  0.12
O -0.5567 -3.3008 -0.5774  0.11
N -1.0190 -1.1165 -0.9941  0.06
H -0.4949 2.0897 -0.8412  0.10
O 2.0508 1.4247 0.7942  -0.08
H -1.4328 -1.2630 -1.8903  0.14
H 0.2219 0.9804 1.7757  0.11
C -1.1802 0.1380 -0.3063  -0.20
C 0.6240 1.5566 0.9342  -0.25
H 1.3014 -2.3261 0.6394  0.13
H 0.7311 0.8168 -1.0196  0.11
C -0.0673 1.1960 -0.3935  -0.15
H -1.4120 -0.0814 0.7381  0.12

The multiplicity is 1. For the energy relative to the best compared isomer or geometry (same formula, charge and spin), the calculation gives 107.6 kJ/mol. For the total energy, the calculation gives -438.28807 Ha. The SMILES is O=C(O)NCCCO.